(1)
Formula: C39H95ClN9O9
Source: the OMol25 dataset
Level of theory: the ωB97M-V functional and the def2-TZVPD basis

Values from the calculation:
charge	-1
M	869.70	Da
ΔE to the lowest compared entry with this formula, charge and spin	171.29	kJ/mol
multiplicity	1

Element x y z (Å)
H1 3.33551 -1.45948 -0.65975
H2 -2.11153 -1.41086 -3.77373
C1 0.50208 2.75036 -2.24180
C2 3.69549 1.93471 6.01303
H3 -1.94032 -5.64691 2.77305
H4 1.57498 -4.82827 1.04718
H5 3.23311 3.04606 1.50789
H6 5.15133 -0.28394 0.38396
H7 1.97168 -0.14939 2.76521
H8 3.58522 4.97086 -0.24760
H9 -0.50935 -0.48599 -7.35345
C3 -2.25409 -0.95827 3.88417
H10 0.32755 -6.43353 -3.09380
C4 2.99420 0.97444 5.06240
C5 -4.12357 5.12717 -0.19301
H11 4.75266 1.75940 5.81368
C6 2.48756 3.74271 -4.23463
H12 2.76333 3.37975 4.04661
C7 -2.90453 3.15772 0.45537
H13 3.96042 2.20903 -3.77065
N1 4.41414 0.11111 -1.52363
H14 2.57120 -0.70503 -2.07467
C8 -5.32953 2.07560 -2.63225
H15 -6.32986 5.10818 -0.26837
C9 3.14905 -0.51465 -1.17027
H16 1.66501 2.34414 1.37777
C10 -4.17969 0.13396 -1.66552
N2 -3.99826 4.08612 0.85001
H17 0.21314 -4.44383 -1.54485
H18 3.37170 -0.02278 5.28853
H19 -4.58239 5.21446 2.48473
H20 -3.00528 2.25625 1.05977
H21 4.15669 5.19495 -3.18371
C11 0.80469 -5.54281 1.33733
H22 0.66613 -6.64122 -0.46013
H23 4.00756 -1.34582 3.67884
H24 3.07225 -4.07195 4.34921
H25 -0.18260 -4.06112 3.43456
C12 5.15780 0.50907 -0.36382
H26 -1.01630 -6.79943 -4.02019
H27 -3.19219 -0.35036 -1.61568
H28 -1.38545 -3.73885 -1.10785
C13 2.94830 0.32324 2.66053
H29 -2.90464 -6.59091 -2.89100
H30 -5.71683 6.62380 -0.71281
H31 4.56375 3.80514 -2.25213
H32 1.82599 4.06470 1.84913
C14 -0.02890 -5.11901 3.64747
C15 -1.96705 -2.03511 -4.65551
H33 -1.97890 -5.30435 4.46150
H34 4.52849 1.28928 0.06436
H35 -3.27796 5.80772 -0.09354
C16 4.05964 -0.69059 2.80932
C17 4.92349 -0.01180 -2.75364
H36 1.84388 -7.37087 0.68575
H37 4.14094 -0.32082 -3.46381
H38 1.30263 2.41974 3.65200
C18 1.97948 2.99724 -1.89809
N3 -1.41341 -5.25639 -2.55421
H39 -2.13575 -0.87928 4.96484
Cl1 -0.23701 -1.03317 -0.20683
H40 -4.19427 4.61830 -1.15434
H41 -4.48062 3.02496 3.39383
O1 -2.33035 -1.31641 -7.45649
C19 2.24143 3.06309 1.95998
C20 -3.99054 -0.31116 2.28889
O2 -0.10613 -0.64423 -1.58358
N4 -1.07412 -1.34351 -5.54914
H42 4.73480 5.95089 -1.09206
H43 3.74610 2.51722 -5.48340
H44 -5.98117 2.07302 -1.75850
C21 3.75714 5.48022 -1.19580
N5 -4.15284 1.22131 -2.43328
C22 3.78424 4.55564 -2.38330
H45 -2.89394 2.51518 -3.48694
H46 -5.57644 6.28073 0.95209
H47 3.99720 -1.37566 1.96382
H48 0.00492 3.71169 -2.11232
C23 -1.44417 3.67981 0.49174
C24 0.14591 -1.03054 -4.90709
C25 -4.56865 -1.78048 4.19309
H49 -5.96487 1.91536 -3.50332
H50 0.44190 -5.21195 4.62614
H51 3.48171 1.60313 7.02912
H52 -3.45464 4.06180 4.25444
H53 -2.04772 1.23393 -2.71628
H54 3.93845 -4.53729 2.97633
H55 -0.03306 -0.34406 -4.07955
H56 -1.12463 4.11319 1.43947
C26 0.89205 -6.84922 0.58572
H57 -0.10901 -4.97825 1.15159
C27 3.21545 2.42871 -4.53542
H58 -0.66435 -3.31135 -2.63186
H59 0.53052 -1.95138 -4.46862
H60 2.07562 3.41486 -0.89585
H61 3.07431 0.61350 1.61747
C28 -1.39320 -5.81919 3.69991
C29 2.91758 -4.49283 3.35571
H62 5.07256 -0.28955 2.77359
O3 -5.16572 -0.39815 -1.14618
H63 -2.89984 -2.29588 -5.15551
H64 2.91504 4.57712 -4.79063
C30 2.35496 2.58573 3.42143
H65 0.10793 1.97963 -1.57943
C31 -3.70672 4.64308 2.17679
H66 -0.22294 -5.29377 -4.33435
H67 -1.50557 -2.99920 -4.44176
C32 -3.53137 3.55141 3.29438
N6 0.88320 -5.85139 2.74796
H68 1.92645 0.86882 5.25436
O4 -1.57050 -1.32586 0.12843
H69 0.15027 -7.52120 1.01736
H70 -2.89644 0.83945 -4.14871
H71 1.48817 3.70046 -4.66767
H72 -4.64632 -1.52355 5.24952
N7 2.49366 4.04372 -2.76112
H73 2.56914 0.07600 -0.46109
H74 -1.89883 -1.95141 3.60926
H75 -2.89442 5.34743 1.99748
C33 -0.76188 -4.12563 -1.91386
H76 3.42387 2.97249 5.81982
H77 2.25642 -6.26231 4.19979
H78 0.85222 -0.63841 -5.63883
H79 3.07245 6.30797 -1.38051
H80 -4.15624 -2.76759 3.98422
O5 -5.09678 -0.34484 1.75662
H81 -5.62515 -1.71910 3.93207
C34 -2.97150 1.45376 -3.25145
H82 -1.34316 4.35140 -0.36083
H83 -1.27570 -6.87569 3.94096
C35 -2.66119 -5.66250 -2.35156
C36 -1.32593 -1.00595 -6.82900
H84 -2.67095 2.88376 3.24945
H85 6.20337 0.78008 -0.51023
H86 2.96937 -6.42325 2.53688
H87 -3.11723 0.17537 1.82757
H88 2.49879 -3.78579 2.63960
H89 -5.00486 3.11603 -2.61829
N8 3.22790 1.39474 3.64161
C37 -0.54783 -5.94848 -3.52571
H90 2.58039 2.08879 -1.93974
O6 -3.43010 -5.04911 -1.58702
H91 -0.68942 2.91042 0.32894
O7 0.69215 -2.10190 0.19077
N9 -3.67498 -0.84719 3.47226
H92 -1.59155 -0.25031 3.38625
O8 6.06204 0.25600 -3.05588
C38 -5.52391 5.80051 -0.02501
O9 0.09646 0.07484 0.63035
H93 2.58330 1.55075 -4.40247
H94 0.32185 2.43690 -3.27008
H95 -3.05426 2.68854 -0.51703
C39 2.26905 -5.88637 3.17674

Forces on the atoms, in the same order (eV/Å):
-0.02 -0.22 -0.06
-0.14 -0.38 0.21
0.52 0.02 0.53
0.00 -0.81 -0.39
0.06 -0.40 -0.16
0.34 0.04 -0.22
0.22 0.28 -0.12
0.02 -0.28 -0.09
-0.28 0.02 0.03
-0.39 0.13 0.02
0.21 0.16 0.40
-0.63 -0.48 -0.39
0.22 0.49 0.49
0.11 0.04 -0.86
-2.03 -0.44 1.09
0.15 0.47 0.20
-0.12 -0.59 0.93
-0.29 0.08 -0.11
0.37 -1.02 0.70
0.41 0.49 -0.06
-0.49 -0.64 0.33
-0.15 0.06 0.18
0.18 0.51 0.94
0.14 -0.28 0.69
0.08 -0.25 -0.24
-0.30 0.14 0.02
-1.45 -2.65 0.95
0.94 -0.94 -1.05
-0.02 0.18 0.04
0.33 -0.04 -0.49
0.05 0.16 0.00
0.12 0.17 0.51
-0.10 -0.17 -0.37
-0.16 0.17 0.43
0.11 -0.42 -0.24
-0.15 0.17 0.22
-0.81 -0.10 0.10
0.30 0.23 -0.26
-0.14 0.11 0.62
-0.69 0.18 0.11
0.11 0.05 0.26
0.08 -0.21 0.05
1.43 -0.22 0.89
-0.23 0.09 0.00
0.50 0.16 -0.32
0.12 -0.52 0.16
-0.10 -0.09 0.22
0.36 -1.39 -0.06
-0.58 -0.50 -0.96
-0.18 -0.20 0.24
0.60 0.53 0.36
0.00 0.46 -0.49
0.17 -1.52 -0.30
-0.34 0.20 0.28
0.18 0.30 -0.08
0.13 -0.19 -0.24
-0.19 -0.36 0.88
-0.51 0.54 -0.68
2.25 -0.90 -1.53
-0.23 0.25 0.02
1.80 0.48 2.33
0.70 0.07 -0.04
0.19 -0.44 -0.41
0.17 0.27 0.36
1.06 -0.74 0.03
-1.34 0.26 -1.38
0.15 -0.60 -0.80
-0.44 0.39 -0.61
0.23 -0.06 0.00
-0.26 -0.60 -0.14
0.09 -0.73 0.10
0.40 0.27 0.51
-0.49 1.47 -1.12
0.38 0.68 -0.18
-0.18 -0.04 -0.26
-0.47 -0.42 0.15
-0.04 -0.23 -0.11
-0.28 -0.16 0.10
-0.37 -0.15 -0.26
0.81 0.22 0.19
0.12 0.72 -0.42
0.36 -0.41 -0.23
-0.12 0.26 0.23
-0.02 0.42 0.15
0.22 0.28 0.06
-0.10 -0.15 0.46
0.36 -0.21 0.03
0.27 0.21 0.04
-0.31 0.44 -0.06
-0.56 0.15 -0.45
-0.30 -0.37 -0.24
0.41 0.20 0.46
0.33 0.01 0.08
0.39 -0.01 0.06
-0.24 -0.31 0.21
-0.47 0.84 0.29
0.26 0.93 0.07
1.10 0.32 -1.28
-0.16 0.48 0.08
1.23 1.30 -0.82
-0.08 0.46 0.05
0.42 0.06 0.39
0.20 0.18 -0.93
-0.21 0.10 -0.01
-0.51 -0.85 -0.20
0.06 0.28 0.13
0.00 0.04 0.53
-0.26 1.32 -0.15
0.25 0.26 0.12
-0.42 0.34 0.06
-2.04 -1.67 -0.53
-0.17 0.00 -0.26
-0.49 0.12 -0.32
-0.34 -0.11 0.50
0.83 -0.22 0.23
-0.15 0.63 -1.90
-0.06 0.30 -0.27
0.16 -0.19 -0.04
0.53 0.14 0.89
-0.72 0.14 0.16
0.11 -0.13 0.40
0.25 -0.87 -0.14
0.12 0.13 0.22
-0.34 -0.22 0.26
-0.38 -0.30 0.50
1.08 0.12 0.89
0.32 0.08 -0.98
0.48 0.36 0.36
0.33 0.50 0.33
-0.14 0.08 -0.14
-1.65 1.64 2.12
-0.80 -0.93 -0.50
-0.18 -0.02 -0.44
-0.36 0.28 -0.49
-0.74 -0.57 -0.09
-0.05 0.08 -0.13
-0.44 0.37 0.43
0.29 0.09 -0.49
-1.51 0.55 -0.09
-0.34 -0.43 -0.06
0.12 -0.34 -0.02
0.80 -1.52 -1.42
-0.42 -0.46 -0.15
-0.89 0.06 -1.37
0.55 -0.47 1.89
-0.36 0.17 -0.09
0.76 0.11 -0.51
0.93 0.68 -0.36
1.04 1.85 0.39
-0.36 0.02 -0.76
0.29 -0.14 -0.05
-0.44 0.65 -0.39
0.02 1.56 1.88

(2)
Formula: C39H97N3O11
Source: the OMol25 dataset
Level of theory: the ωB97M-V functional and the def2-TZVPD basis

Values from the calculation:
structure (SMILES)	CC1(C)CCCC(C)(C)N1O.CC1(C)CCCC(C)(C)N1O.CC1(C)CCCC(C)(C)N1O.CCO.CCO.CCO.CCO.CO.CO.CO.CO
M	784.21	Da
ΔE to the lowest compared entry with this formula, charge and spin	376.82	kJ/mol
multiplicity	1

Element x y z (Å)
H1 1.61155 1.26636 6.67845
H2 -1.17778 4.75327 0.63996
H3 -4.81747 2.72239 -4.08153
C1 -7.84881 -0.62210 1.85007
H4 7.28896 3.64443 2.66123
H5 5.41992 0.52410 9.01175
C2 2.55158 1.03559 8.62215
H6 -8.77799 0.88409 -5.53472
H7 -4.45007 4.27545 -4.84622
H8 2.33006 -4.69345 0.46164
H9 0.62153 1.43446 10.72014
C3 3.50689 1.70722 11.00085
H10 -6.75248 6.00043 -6.37194
C4 3.06795 2.81797 11.94272
C5 0.94443 -2.53647 2.02987
H11 -0.32109 -0.34437 0.44770
H12 7.09801 1.91488 2.76475
C6 2.35858 0.61012 -8.19752
O1 -0.62680 -1.20850 0.16237
H13 2.51196 -2.35572 -2.99795
H14 0.18662 0.42762 -1.71832
H15 -0.59669 4.58550 2.74981
H16 4.53912 0.67300 12.71076
H17 -8.75091 6.02497 -6.20110
H18 6.06016 2.07981 8.64159
H19 -9.79707 2.53493 -7.24077
C7 3.93541 1.68570 8.05020
H20 2.87102 -3.13925 0.52196
H21 -7.77465 -0.91964 -0.32741
H22 3.75205 2.66426 7.60648
O2 -6.25163 -2.00005 0.64238
N1 2.38228 1.47935 10.04217
H23 9.83213 -2.37443 1.20624
C8 -8.14580 4.01248 -7.05439
C9 2.20852 -2.24033 -1.95741
C10 7.15882 -4.70553 -5.85194
H24 2.36936 -10.70607 3.74007
H25 -1.64540 3.11110 2.77574
C11 -9.19920 5.05065 -6.39561
H26 2.36097 -8.84230 3.75732
H27 0.52243 -0.23811 -7.87130
H28 5.69063 2.08195 11.02785
H29 -5.37612 -0.55828 -8.68589
H30 -0.56087 -4.49326 1.54743
C12 -0.88751 3.67282 2.22968
C13 2.08612 -3.71965 0.03702
C14 7.83971 -3.22387 0.86389
H31 -7.09903 -0.34305 2.59037
O3 9.25799 -2.19535 -0.76321
C15 -6.47649 3.61370 -5.16819
H32 -9.50267 4.77113 -5.38671
H33 4.75132 3.29042 10.21911
H34 1.82330 0.26668 -1.54109
H35 1.68542 -0.96194 8.82041
H36 5.45154 3.60950 0.80756
C16 -0.25274 -2.22243 -2.63787
H37 6.07312 -4.79323 -5.81078
C17 0.86951 0.66780 -8.36827
C18 -8.73928 2.55845 -6.97881
H38 -6.53104 1.38881 -5.19350
H39 1.20921 -9.78138 2.79147
C19 3.83359 0.39854 11.92655
H40 -0.01981 3.01920 2.14044
H41 8.78326 2.66081 1.45253
C20 -0.30951 -4.13401 0.54950
C21 -8.15976 4.36719 -8.52230
H42 1.27110 2.47846 7.86511
H43 -4.53265 2.75925 -5.78081
H44 -8.33267 -1.55105 2.15178
O4 -4.46930 -1.85809 -7.33764
H45 1.16952 -0.11293 -3.06544
C22 7.04042 2.75849 2.07692
H46 -7.74886 5.32622 -8.83775
H47 5.25537 1.91824 1.10713
O5 1.34464 0.80835 10.63836
H48 -1.20905 -1.74274 -2.42939
H49 0.64819 0.65669 -9.43551
H50 1.42325 -3.33354 2.59866
C23 5.15256 1.58034 8.98055
H51 -5.32076 -1.79477 0.75617
C24 0.76679 -3.04072 0.58197
H52 7.40008 -3.97435 0.20692
H53 4.39196 -0.42755 11.48619
H54 -0.13764 -4.96850 -0.13035
O6 0.76252 -9.82325 4.66587
H55 -6.33419 -1.95511 -8.51318
H56 3.83884 3.19176 12.61660
H57 -0.43939 -3.28086 -2.45624
O7 7.63761 -5.53411 -6.79656
H58 1.61756 -1.68085 2.08374
H59 -10.13540 5.27360 -6.90739
H60 -6.67702 4.02289 -3.04920
H61 -3.87585 -1.11005 -7.23837
C25 2.62305 -0.48030 8.54296
H62 9.19025 -1.29159 -0.44662
H63 -9.24905 2.30508 -4.73232
H64 2.90185 0.11516 12.41608
C26 9.27272 -2.90013 0.43242
H65 7.15925 -5.42390 -7.62156
H66 7.24607 -2.31778 0.98507
H67 7.41091 -5.04363 -4.84684
C27 2.36863 -3.71192 -1.46336
H68 2.40742 2.42340 12.71481
H69 2.82389 -0.10517 -8.87571
H70 -6.34916 -0.04956 0.39176
H71 2.62235 0.35483 -7.17119
H72 -0.00994 -2.45134 2.54952
C28 -5.29318 -1.64063 -8.58721
H73 2.77058 -0.78323 7.50635
H74 -0.34927 1.99649 -8.33712
H75 -4.84562 -2.13964 -9.44674
H76 -7.43908 3.70047 -8.99579
C29 -7.21633 2.19956 -4.94620
O8 -1.50383 3.94341 1.03924
H77 2.65341 3.73229 11.51813
O9 -6.17077 5.36507 -6.79564
H78 -7.35420 2.11893 -3.86796
H79 -8.57736 0.18691 1.79695
C30 1.37854 1.40165 7.73461
H80 -8.08484 4.46618 -3.92439
C31 0.98567 -0.25779 -2.00087
H81 7.83372 -3.59879 1.88737
H82 -1.15095 -3.56450 0.15486
O10 7.94336 2.43374 1.04680
C32 4.83686 2.21336 10.36309
H83 3.34951 -4.08392 -1.75931
H84 9.81729 -3.81999 0.21937
C33 5.62084 2.83968 1.56043
H85 -9.10243 4.35556 -9.06943
H86 -8.27320 1.90793 -7.71887
H87 -6.50222 5.41616 -4.06868
C34 1.80142 -9.77633 3.70654
H88 0.25749 -10.62622 4.51826
H89 2.97368 -1.59567 -1.52492
H90 0.11748 -2.19955 -3.66281
H91 3.44792 -0.95339 9.07578
O11 0.39548 1.77772 -7.77223
C35 -4.98220 3.33223 -4.96982
H92 2.86434 1.53707 -8.46784
H93 4.97707 3.01329 2.42271
H94 0.46793 0.90604 8.07116
H95 7.48951 -3.67040 -5.76685
N2 -6.77603 4.16269 -6.49142
C36 0.76673 -1.72760 -1.69733
C37 -6.99765 4.44766 -4.00044
H96 4.34173 1.14842 7.19328
N3 0.47051 -1.81855 -0.25302
C38 -7.08023 -0.84938 0.50982
H97 1.82329 -4.40139 -2.10783
C39 -8.60700 1.96056 -5.54298

Forces on the atoms, in the same order (eV/Å):
-0.12 -0.48 0.11
0.12 -0.10 0.02
-0.20 0.17 0.22
0.74 -0.09 -0.81
0.24 0.32 -0.33
-0.05 -0.12 0.50
2.46 -0.76 0.30
-0.01 -0.09 -0.29
0.20 -0.04 -0.07
-0.96 -0.32 0.19
-0.02 0.24 0.00
1.10 -1.23 0.74
0.06 0.87 0.13
-0.27 0.04 1.70
0.38 -1.23 -0.20
-0.27 0.27 0.25
-0.29 -0.01 0.52
1.20 -0.01 -0.29
-2.90 1.44 0.46
-0.71 0.79 -0.47
-0.70 -0.33 -0.25
-0.03 -0.09 0.34
-0.15 0.60 0.20
0.32 0.20 -0.36
-0.20 0.13 -0.61
-0.05 0.56 -0.15
-0.29 -0.70 -0.10
0.45 0.43 -0.34
0.30 -0.25 -0.13
-0.10 0.42 0.66
-0.60 -1.08 -0.27
1.44 1.84 -1.61
-0.03 0.12 0.16
-2.34 1.45 0.24
0.00 -2.76 0.09
-1.76 0.81 2.98
0.64 0.35 0.03
0.25 0.12 0.61
0.70 -0.45 1.04
0.07 -0.34 0.37
-0.65 -0.31 -0.28
-0.27 -0.21 0.34
0.24 0.00 -0.59
0.04 -0.13 -0.09
0.11 -0.48 1.29
0.98 0.77 0.74
0.59 0.02 0.98
-0.13 -0.12 0.21
0.29 1.17 -0.47
-1.29 -1.94 0.78
-0.03 -0.45 0.00
-0.08 0.12 -0.18
0.46 -0.75 0.44
0.05 0.17 0.38
0.22 0.24 0.18
-0.86 -1.84 -0.06
-0.36 0.67 -0.13
2.08 -2.33 -0.75
0.27 0.28 1.86
0.09 0.04 -0.41
0.84 0.16 -0.86
-0.10 1.54 -0.40
0.29 0.00 -0.17
0.49 -0.20 -0.53
-1.05 1.14 -0.39
1.57 0.20 -1.50
-0.47 0.21 -0.10
-0.21 0.21 -0.28
-0.04 0.08 0.01
-1.61 -0.44 -1.63
-0.25 -0.09 -0.17
-1.07 -1.13 0.27
0.06 0.42 0.82
0.36 -0.23 0.04
-0.78 -0.99 0.66
0.05 0.29 -0.56
-0.24 -0.24 -0.13
0.28 -0.20 -0.02
-0.81 0.68 1.27
-0.22 0.36 -0.08
0.93 -0.66 -1.07
-0.20 0.34 -0.02
-0.65 -0.09 -0.73
0.28 0.09 0.07
0.02 0.39 1.38
0.26 -0.54 0.71
0.80 -0.21 -0.36
-0.03 -0.27 0.10
1.53 -1.24 -1.84
-0.40 0.23 0.01
0.24 -0.44 -0.60
0.27 -0.11 -0.05
-0.10 0.07 -0.21
0.49 -0.96 -0.52
-0.14 0.42 -0.76
-0.85 0.63 -0.79
0.16 -0.43 -0.22
-0.53 -1.44 0.48
0.06 0.09 0.05
-0.15 0.08 -0.66
0.46 -0.64 -0.02
-0.08 1.09 -0.12
-0.75 -0.02 -0.31
-0.18 -0.44 0.15
-0.65 0.65 -0.46
0.08 0.05 -0.01
-0.04 0.72 -0.25
1.04 0.72 1.63
0.04 0.12 -0.25
-0.33 0.73 0.59
0.17 0.21 0.10
-0.21 -0.40 -0.35
0.78 0.26 -0.41
-0.73 0.53 -2.09
-0.21 -0.38 -0.54
-0.14 0.24 0.32
0.31 -0.02 0.08
-0.06 -0.05 -0.16
0.31 1.68 0.68
0.10 0.43 -0.33
-0.32 2.07 -0.32
0.15 -0.50 0.05
-0.70 -0.53 0.20
0.55 0.78 -0.13
-0.60 -0.78 -1.25
0.61 0.30 0.81
-0.01 -0.18 0.23
-0.34 -0.03 0.04
-0.28 -0.61 0.58
0.45 0.03 0.17
-0.55 0.48 0.20
-1.59 -0.60 -0.92
0.03 0.04 0.01
-0.26 -0.06 0.42
-0.40 0.56 -0.08
-0.03 0.19 0.36
-1.68 2.23 0.55
-0.03 0.36 -0.13
-0.28 0.32 0.18
-0.16 0.22 -0.05
0.05 -0.07 -0.32
0.06 0.32 -1.04
-0.87 -2.91 -0.78
2.33 1.90 0.74
0.68 0.42 0.20
-0.93 -0.56 -0.42
4.23 -3.01 -0.51
0.68 0.50 1.69
-1.12 0.11 0.37
0.98 0.17 -0.16

Question: Which value of ΔE to the lowest compared entry with this formula, charge and spin does entry 2 give?
Answer: 376.82 kJ/mol

Question: ΔE to the lowest compared entry with this formula, charge and spin of number 2 (C39H97N3O11)?
Answer: 376.82 kJ/mol

Question: What is the ΔE to the lowest compared entry with this formula, charge and spin in the second record?
Answer: 376.82 kJ/mol